1.
DFT (wB97M-V/def2-TZVPD) results for H22KrO11 as an isolated structure.

Structure (XYZ):
```
34
Properties=species:S:1:pos:R:3:forces:R:3
Kr -0.007621 0.301990 0.010106 0.0 0.0 0.1
O 1.439749 3.216910 2.448296 0.1 0.6 -0.7
H 1.320229 2.334860 2.800346 0.1 -0.9 0.4
H 0.569999 3.613860 2.495046 -0.1 0.2 0.1
O 1.960229 -0.988160 -2.343314 0.5 -0.3 0.3
H 1.210479 -0.906130 -2.932694 -0.7 0.1 -0.2
H 2.311729 -0.100300 -2.277124 0.1 0.2 0.1
O -0.617631 -0.474120 -3.511554 0.1 -0.7 -0.1
H -0.923181 0.422760 -3.375634 0.1 0.9 0.4
H -0.705541 -0.617380 -4.453874 0.0 -0.1 -0.3
O -2.179851 -2.793500 -2.204654 -0.1 -0.3 0.3
H -1.594781 -2.080370 -2.460334 0.3 0.4 -0.2
H -2.655571 -3.012580 -3.005864 -0.1 -0.1 -0.1
O 1.422059 3.462910 -0.779364 -0.4 0.0 -0.5
H 1.509119 3.283460 0.156826 0.0 -0.1 0.7
H 2.297519 3.310910 -1.135294 0.2 0.0 -0.1
O 0.955629 0.667060 3.631066 0.4 0.3 0.0
H 0.025809 0.656340 3.404016 -0.7 0.0 0.0
H 1.202949 -0.256660 3.673566 0.2 -0.3 -0.1
O 2.152259 -3.152020 -0.452654 0.1 -0.3 0.5
H 2.039419 -2.316460 -0.905794 0.1 0.6 -0.8
H 1.416809 -3.687600 -0.750144 -0.2 -0.2 -0.3
O 0.614079 -2.659620 1.758486 -0.8 0.4 0.7
H 0.451779 -3.602020 1.800436 0.0 -0.2 0.1
H 1.147089 -2.542660 0.972056 0.6 -0.2 -0.4
O -1.096851 2.274420 -2.724454 -0.3 -0.3 -0.4
H -0.566351 2.840330 -2.163604 0.6 0.2 0.3
H -1.904661 2.135780 -2.230044 -0.3 0.0 0.1
O -2.027531 -1.571430 2.231766 -0.6 0.2 0.3
H -1.374601 -1.912780 1.620716 0.6 -0.2 -0.1
H -2.288401 -0.729450 1.858596 0.0 0.0 -0.2
O -1.775061 1.492370 3.207046 0.2 0.0 0.0
H -1.746011 2.318040 2.723656 0.0 0.3 -0.1
H -2.583281 1.071240 2.914386 -0.2 -0.2 0.1
```
Positions in Å, forces in eV/Å.

## Properties
Energy above the lowest of the compared OMol25 structures with the same formula, charge and spin in kJ/mol: 19.6
LUMO energy in eV: -0.1
Orbital gap in eV: 10.86
Highest occupied orbital energy in eV: -11.00
E in Ha: -3594.45899

natural (NBO) atomic charge list, values in e, 6 entries: Kr -0.001; O -0.968; H 0.504; H 0.456; O -0.975; H 0.500



2.
DFT (wB97M-V/def2-TZVPD) results for one molecule with the formula C2H7BO2.

Structure (XYZ):
```
12
Properties=species:S:1:pos:R:3:forces:R:3
B 0.180352 0.501182 -0.661447 -0.5 -0.7 0.7
C 0.538997 -1.025750 -0.665240 3.4 2.3 -1.3
C -1.103182 0.405127 1.503208 3.6 -3.1 -2.7
O 0.751330 1.405619 -1.489845 -0.1 0.6 -0.2
O -0.606064 1.035649 0.293784 -0.6 0.4 0.7
H 1.581009 -0.924311 -0.233918 -1.1 -0.6 0.8
H 0.920153 -1.419117 -1.593254 -0.7 -0.2 -0.9
H -0.128279 -1.663401 -0.224003 -1.2 -1.7 1.4
H -0.203977 0.342868 2.165007 -1.0 0.0 0.0
H -1.399034 -0.699889 1.227946 -0.2 2.3 1.0
H -1.782060 1.098864 1.824863 -2.2 0.9 1.3
H 1.250755 0.943159 -2.147101 0.5 -0.1 -0.7
```
Positions in Å, forces in eV/Å.

## Properties
Energy above the lowest of the compared OMol25 structures with the same formula, charge and spin in kJ/mol: 61.1
LUMO energy in eV: 0.6
Orbital gap in eV: 11.12
Highest occupied orbital energy in eV: -10.51
E in Ha: -255.79692
SMILES: COB(C)O

natural (NBO) atomic charge list, values in e, 6 entries: B 1.086; C -1.013; C -0.230; O -0.862; O -0.714; H 0.246



3.
DFT (wB97M-V/def2-TZVPD) results for C6H18CuO14S2 as an isolated structure.

Structure (XYZ):
```
41
Properties=species:S:1:pos:R:3:forces:R:3
Cu -0.253000 -0.063935 -0.145200 -0.9 2.0 1.6
S -2.140204 0.425939 2.719574 0.2 -0.9 0.9
O -2.048009 1.868128 2.899360 -0.3 -0.2 0.0
O -1.579522 -0.332545 3.881919 0.1 0.4 -0.5
O -3.511845 -0.083865 2.453118 0.2 0.4 -0.3
O -1.269167 0.025580 1.526197 0.1 -0.4 -0.3
S -0.017342 3.208794 -0.552998 -0.6 0.5 0.4
O -1.471786 3.376889 -0.408093 0.2 -0.3 -0.4
O 0.343996 1.730204 -0.455096 0.5 -1.5 -0.3
O 0.452981 3.627668 -1.881567 0.1 0.2 0.1
O 0.700695 3.865021 0.564844 0.3 -0.2 -0.5
C -2.818920 -1.743960 -0.689446 0.2 -0.8 -1.7
C -3.244008 -0.306296 -0.890434 -1.3 1.7 0.1
O -2.147860 0.556023 -1.121985 -0.3 -0.9 -0.8
O -1.498019 -1.964465 -0.168587 -0.8 0.2 -0.5
H -2.825927 -2.176493 -1.713120 0.3 0.0 0.1
H -3.574092 -2.359089 -0.198098 0.0 0.5 0.7
H -3.912174 0.117822 -0.132653 0.7 -0.4 0.8
H -3.915502 -0.231216 -1.767799 0.3 -0.7 -0.2
H -2.452332 1.438034 -1.372959 0.4 0.4 0.7
H -1.492233 -2.875158 0.128638 0.4 0.1 0.4
C 1.952485 -1.797849 -1.830017 0.2 -1.4 0.4
C 0.722048 -1.748232 -2.678134 -1.0 0.0 0.0
O -0.034620 -0.591117 -2.308805 1.0 -0.7 -0.6
O 1.536269 -2.070253 -0.484571 0.0 0.4 -0.3
H 2.560470 -0.895159 -1.907416 -0.2 0.2 0.1
H 2.551018 -2.668766 -2.126956 0.1 0.3 -0.4
H 0.077942 -2.613604 -2.471247 0.3 -0.2 0.2
H 0.937465 -1.808423 -3.750586 0.2 0.5 0.0
H -0.571056 -0.345139 -3.065110 -0.3 0.5 0.4
H 2.083009 -2.769356 -0.124335 0.0 0.2 0.2
C 2.774994 0.092218 1.589205 -0.2 -0.8 0.4
C 3.283660 1.443491 2.075003 -2.1 1.1 -0.2
O 3.141213 2.467598 1.105458 0.7 -0.2 -0.2
O 1.354252 0.013152 1.597313 0.8 0.1 -0.4
H 3.083517 -0.754441 2.230642 0.7 0.3 0.0
H 3.107730 -0.135902 0.574662 0.0 0.2 0.0
H 4.295925 1.456175 2.481624 0.1 -0.2 -0.2
H 2.553746 1.734929 2.849537 0.5 -0.4 0.5
H 2.221163 2.836774 1.057085 0.1 -0.2 -0.1
H 1.043039 0.050826 2.511031 -0.6 0.1 -0.2
```
Positions in Å, forces in eV/Å.

## Properties
Energy above the lowest of the compared OMol25 structures with the same formula, charge and spin in kJ/mol: 93.1
LUMO energy (alpha / beta) in eV: 3.9 / 3.9
Multiplicity: 2
Orbital gap (alpha / beta) in eV: 4.95 / 4.93
⟨S²⟩: 0.75
Highest occupied orbital energy (alpha / beta) in eV: -1.03 / -1.02
Charge: -2
E in Ha: -3729.57597

natural (NBO) atomic charge list, values in e, 6 entries: Cu 1.528; S 2.582; O -1.029; O -1.107; O -1.103; O -1.176



- Which value of E does entry 2 give?
  -255.79692 Ha